No. 1
Computed, not measured: C4H7N3O in the gas phase at a distorted geometry, with ωB97M-V with the def2-TZVPD basis set.

Calculated values
Molar mass   113.1 g/mol
Gap between HOMO and LUMO   9.06 eV
Calculated total energy   -10777.66224 eV
Lowest unoccupied orbital energy   0.014 Ha
2S+1   1
SMILES string   CC1=C(O)N=N[C@@H]1N
Energy above the lowest of the compared OMol25 structures with the same formula, charge and spin   2.0851 eV

```
15
Properties=species:S:1:pos:R:3:forces:R:3
N 2.0751 -0.1581 0.4639 -0.2304 -0.1895 0.0100
O -2.6251 -0.3035 0.1034 0.2171 -0.2598 0.0388
C -1.3129 -0.5969 -0.0096 1.1261 1.9780 -0.3635
H 2.8569 -0.7903 0.3453 -0.0342 0.0520 0.0497
N 0.3386 -2.0483 -0.0365 1.0255 1.5413 -0.0831
H 0.4689 2.1258 0.4925 0.0040 0.0231 -0.0531
C -0.2727 0.2585 -0.1957 -1.0199 -0.5572 0.4061
H 1.2406 -0.7586 -1.3388 0.0965 0.2441 -0.1821
H -0.0360 2.1180 -1.1951 0.0217 0.1390 -0.0215
N -0.8844 -1.9188 0.0437 -0.5846 -1.3644 0.1708
H -1.2575 2.1199 0.0850 -0.0724 0.0621 -0.0088
H 1.8431 -0.0879 1.4484 0.0694 -0.0624 -0.0565
C -0.2809 1.7412 -0.2017 0.0014 -0.0082 -0.0977
H -3.0993 -1.1240 0.2969 0.0534 0.0228 -0.0191
C 0.9454 -0.5770 -0.3017 -0.6737 -1.6209 0.2099
```
Forces are in eV/Å.

***

No. 2
Computed, not measured: C4H7N3O in the gas phase at a distorted geometry, with ωB97M-V with the def2-TZVPD basis set.

Calculated values
Molar mass   113.1 g/mol
Gap between HOMO and LUMO   8.90 eV
Calculated total energy   -10778.62895 eV
Lowest unoccupied orbital energy   0.009 Ha
2S+1   1
SMILES string   [H]/N=C(\N)C(=O)/C=C\N
Energy above the lowest of the compared OMol25 structures with the same formula, charge and spin   1.1184 eV

```
15
Properties=species:S:1:pos:R:3:forces:R:3
H 0.7175 -1.9119 -2.1809 0.4280 -1.0327 -0.6095
H -0.1755 0.8053 -1.9562 0.9082 -0.7541 -0.4081
C 0.4134 -1.4149 -0.2696 0.2230 0.1110 1.0308
H -1.0555 1.8525 2.5485 1.5153 -0.8601 -0.2946
C 0.4733 -1.0765 -1.5829 0.2226 0.0704 -1.0651
C 0.1592 -0.6763 0.9473 0.5345 -0.2026 0.0299
N -0.2512 1.2387 2.2689 -1.1607 0.6755 0.7924
O 0.2691 -1.2406 2.0349 0.0064 0.0958 -0.2775
H 0.7313 -2.4201 0.0976 -0.3936 0.6224 -1.1780
N -0.6238 1.3788 -0.1220 0.3554 -1.3925 2.2772
N 0.3758 0.0267 -2.3970 -1.3953 0.8951 2.0623
H 0.2284 -0.0990 -3.3875 0.1350 -0.3829 0.2623
H -1.0521 2.2749 0.0813 0.1942 0.3530 0.0719
C -0.2538 0.7751 0.9971 -0.9331 1.0993 -2.3148
H 0.0438 0.4874 2.9204 -0.6399 0.7024 -0.3793
```
Forces are in eV/Å.

***

No. 3
Computed, not measured: C4H7N3O in the gas phase at a distorted geometry, with ωB97M-V with the def2-TZVPD basis set.

Calculated values
Molar mass   113.1 g/mol
Gap between HOMO and LUMO   9.88 eV
Calculated total energy   -10774.27969 eV
Lowest unoccupied orbital energy   0.020 Ha
2S+1   1
SMILES string   CN1C=NCC(=O)N1
Energy above the lowest of the compared OMol25 structures with the same formula, charge and spin   5.4676 eV

```
15
Properties=species:S:1:pos:R:3:forces:R:3
N 0.2233 0.4990 -0.8130 -3.2190 0.9019 -3.9433
H -0.4457 2.2917 1.6716 0.6773 2.6266 -2.8295
H -0.2473 -2.5274 0.3085 1.2003 2.2018 -0.1243
C -0.3649 0.4004 1.5191 0.1311 -6.5472 -2.7646
H -1.0238 0.9430 2.1634 0.4255 -0.6399 1.7384
C 0.4324 -1.5373 0.2507 0.5511 -6.1063 2.2145
H -0.8496 3.1030 -0.1760 0.2559 -1.3263 1.7660
H 0.6883 2.6066 0.1736 2.3956 -0.2868 0.1974
O 0.3144 -1.3913 -2.1622 -0.1204 -0.5200 0.1874
H 1.4990 -2.2011 -0.0105 -2.3593 2.2573 1.7605
N -0.6592 1.0103 0.2531 2.1272 -2.9127 0.2611
C -0.2601 2.3251 0.4890 -3.4082 3.8983 1.2877
H -0.3143 0.9585 -1.7110 2.1649 -1.5070 2.3938
N 0.1320 -0.8565 1.6500 -0.6045 3.7242 -2.5305
C 0.2436 -0.9572 -1.0510 -0.2173 4.2362 0.3855
```
Forces are in eV/Å.

***

No. 4
Computed, not measured: C4H7N3O in the gas phase at a distorted geometry, with ωB97M-V with the def2-TZVPD basis set.

Calculated values
Molar mass   113.1 g/mol
Gap between HOMO and LUMO   10.27 eV
Calculated total energy   -10776.10954 eV
Lowest unoccupied orbital energy   0.033 Ha
2S+1   1
SMILES string   O=CN/N=C/N1CC1
Energy above the lowest of the compared OMol25 structures with the same formula, charge and spin   3.6378 eV

```
15
Properties=species:S:1:pos:R:3:forces:R:3
N 0.7100 1.2619 0.6363 -0.8256 -1.2895 0.3055
H 2.0376 -0.6412 0.8855 -1.1865 1.3645 0.2377
C 1.7550 1.1839 -0.2974 1.6356 1.6970 -0.5537
C 1.8850 0.4811 0.9910 1.7608 -1.2828 0.4188
N -1.9988 -0.4440 -0.8242 2.1227 -0.9801 1.8535
C -2.0404 -1.7457 -0.3918 -1.0637 -2.2907 1.1311
H -2.5088 -0.2890 -1.6182 -1.7525 0.6201 -2.2147
H 2.1927 2.1570 -0.4058 0.6320 0.2098 -0.1711
H -0.9579 0.3275 1.2789 -0.4562 -0.4787 -0.3330
H 2.4642 0.8751 1.8186 0.0326 0.1688 -0.2131
O -3.1180 -2.3799 -0.3448 3.2954 1.3643 -0.2607
H -0.9455 -2.1863 -0.0153 -2.6624 1.0724 -0.7751
N -0.7565 0.2319 -0.8562 -0.0808 0.3051 2.1789
C -0.4002 0.5127 0.3636 -1.0648 0.0981 -1.3365
H 1.6816 0.6549 -1.2203 -0.3864 -0.5784 -0.2675
```
Forces are in eV/Å.

***

No. 5
Computed, not measured: C4H7N3O in the gas phase at a distorted geometry, with ωB97M-V with the def2-TZVPD basis set.

Calculated values
Molar mass   113.1 g/mol
Gap between HOMO and LUMO   7.84 eV
Calculated total energy   -10776.43679 eV
Lowest unoccupied orbital energy   0.019 Ha
2S+1   1
SMILES string   NC(N)=C1C=NOC1
Energy above the lowest of the compared OMol25 structures with the same formula, charge and spin   3.3105 eV

```
15
Properties=species:S:1:pos:R:3:forces:R:3
H -3.2487 -0.9223 0.3888 3.4587 -0.3809 -1.2061
C -1.3301 -0.0704 -0.0890 0.5380 1.8422 0.2403
C 0.9684 -1.2370 -0.0926 1.0906 1.9750 0.3863
C 0.8163 1.1161 0.0825 1.6060 0.4358 1.7689
O 2.2264 0.6025 0.1001 -1.6963 0.3155 -0.3941
H 0.5812 1.6409 1.0931 0.4777 -0.8968 -1.2551
N -1.9497 1.1987 -0.1502 0.5528 -0.5614 -0.7507
H -1.3996 2.0468 -0.2607 0.0549 -0.7292 0.0441
H -2.6265 1.3000 0.5549 -1.0623 0.3382 0.8295
H -1.7800 -1.8957 0.5032 -0.3638 -0.1144 -0.0035
H 0.8574 1.9246 -0.6353 -0.4268 -0.0393 -0.6439
H 0.6492 -2.2878 0.0508 0.9774 0.6662 -0.6478
C 0.0233 -0.1268 -0.1075 -0.9522 -0.0415 -0.0350
N 2.1999 -0.7570 -0.0558 -1.3249 -2.4665 0.6457
N -2.2090 -1.1157 0.0264 -2.9299 -0.3429 1.0213
```
Forces are in eV/Å.

***

No. 6
Computed, not measured: C4H7N3O2 in the gas phase at a distorted geometry, with ωB97M-V with the def2-TZVPD basis set.

Calculated values
Molar mass   129.1 g/mol
Gap between HOMO and LUMO   9.37 eV
Calculated total energy   -12823.73568 eV
Lowest unoccupied orbital energy   0.017 Ha
2S+1   1
SMILES string   C=NC(=O)N(O)C(=C)N
Energy above the lowest of the compared OMol25 structures with the same formula, charge and spin   3.7942 eV

```
16
Properties=species:S:1:pos:R:3:forces:R:3
C -1.5840 0.1138 1.9086 0.3198 0.0436 0.0818
C 0.1608 -0.5023 -0.9963 1.7155 2.2787 0.9243
C 0.6088 -1.7253 -0.7619 0.3137 0.2178 0.0822
H -1.1324 0.8306 -1.9720 0.5199 0.0508 0.6987
H 2.3870 1.3787 0.4552 -0.2629 -0.1452 0.0070
C 0.2491 1.1688 0.8498 0.6176 -1.3733 0.9384
O 0.8962 1.7772 1.6898 -0.2665 0.3071 -0.3070
O 2.1891 0.8734 -0.3610 -0.1723 -0.3984 -0.2812
N 0.7962 0.7247 -0.3122 -0.9361 -1.2350 -0.4399
H 1.3093 -1.9165 0.0324 0.3373 0.1442 -0.1246
H -1.0142 -0.3426 2.7171 0.1270 0.0899 0.1328
N -1.0718 0.7619 0.9653 -0.9281 0.9846 -0.3094
N -0.7985 -0.1177 -1.8897 -0.8138 -0.2334 -1.6885
H -0.6868 -0.4851 -2.8262 -0.0584 -0.3021 0.2218
H 0.3537 -2.5397 -1.4153 -0.4472 -0.2308 0.0893
H -2.6625 -0.0001 1.9165 -0.0656 -0.1983 -0.0256
```
Forces are in eV/Å.

***

No. 7
Computed, not measured: C4H7N3O2 in the gas phase at a distorted geometry, with ωB97M-V with the def2-TZVPD basis set.

Calculated values
Molar mass   129.1 g/mol
Gap between HOMO and LUMO   8.45 eV
Calculated total energy   -12823.24511 eV
Lowest unoccupied orbital energy   0.029 Ha
2S+1   1
SMILES string   NC=C(/C=N/O)/C=N/O
Energy above the lowest of the compared OMol25 structures with the same formula, charge and spin   4.2848 eV

```
16
Properties=species:S:1:pos:R:3:forces:R:3
H -2.6247 -0.7609 1.9748 0.1044 0.2216 0.0252
H 1.6755 0.9313 -0.1204 -0.2004 -0.1155 0.1866
C -1.3409 -0.6344 0.4555 0.7479 0.3305 -0.7713
H -0.6157 -1.4305 -1.9026 0.2018 0.2844 0.2936
O 1.1075 -1.2725 -3.2543 2.0349 0.7980 -1.9313
O 1.5191 2.1954 1.8654 -0.8324 0.7685 1.8145
H -1.9761 -1.2835 -0.1069 -0.2464 -0.4589 -0.3158
N -1.8561 -0.2228 1.6043 -0.7328 -0.1265 1.3456
C -0.1677 -0.2441 -0.1067 -0.3941 -0.1212 -0.6317
C 0.7580 0.7043 0.4330 0.1360 0.7826 0.8224
C 0.1020 -0.7356 -1.4330 0.8686 -0.4864 -0.8244
H 1.1686 2.5710 2.7278 0.8562 -0.5297 -1.5961
N 0.4839 1.3208 1.5232 0.3299 -0.3960 -0.3684
H -1.2796 0.2718 2.2660 0.1201 0.1962 -0.1177
H 1.8660 -0.9248 -3.8289 -1.6208 -0.7660 1.2777
N 1.1803 -0.4856 -2.0972 -1.3728 -0.3816 0.7911
```
Forces are in eV/Å.

***

No. 8
Computed, not measured: C4H7N3O2S in the gas phase at a distorted geometry, with ωB97M-V with the def2-TZVPD basis set.

Calculated values
Molar mass   161.2 g/mol
Gap between HOMO and LUMO   8.75 eV
Calculated total energy   -23660.46718 eV
Lowest unoccupied orbital energy   0.007 Ha
2S+1   1
SMILES string   N[C@]1(C(=O)O)CC(=S)NN1
Energy above the lowest of the compared OMol25 structures with the same formula, charge and spin   1.1801 eV

```
17
Properties=species:S:1:pos:R:3:forces:R:3
H -2.4821 0.9438 1.0170 -2.4646 0.6281 0.8442
H -0.4983 -1.7026 -1.2175 1.1106 1.4505 -1.3734
H -0.4182 -0.4569 -2.3937 0.3662 -0.0891 1.3105
C 0.2007 -0.0020 -0.3927 0.6922 1.3376 -0.6324
H 0.0441 -1.8159 1.1043 0.6432 2.7487 -0.4040
N -1.5834 0.6142 0.9655 2.6014 -0.3597 0.0663
O 2.1734 0.3534 -1.7954 0.0486 -1.8488 -0.5959
C 0.3058 -0.6315 1.0796 0.5260 -2.5093 0.0807
S -1.4444 -0.6735 3.3369 0.7160 1.0656 -0.9018
H 1.7345 -0.5622 -1.9859 0.4331 1.5028 0.1377
H -0.8698 1.9095 -0.3384 0.5573 -1.9691 -0.1732
C 1.5019 0.8367 -0.7819 -1.0928 -0.3366 0.5651
H 1.3120 -0.5875 1.6218 -1.3729 0.3445 -1.0648
C -0.8603 -0.0358 1.8881 -1.1665 -1.7869 -0.7440
O 1.8109 1.8333 -0.2186 0.0559 1.1972 0.8340
N -1.0152 0.8503 -0.3071 0.4332 1.7605 0.3429
N 0.0884 -0.8735 -1.5820 -2.0871 -3.1360 1.7082
```
Forces are in eV/Å.

***

No. 9
Computed, not measured: C4H7N3S in the gas phase at a distorted geometry, with ωB97M-V with the def2-TZVPD basis set.

Calculated values
Molar mass   129.2 g/mol
Gap between HOMO and LUMO   8.67 eV
Calculated total energy   -19563.42238 eV
Lowest unoccupied orbital energy   0.024 Ha
2S+1   1
SMILES string   Cc1n[nH]n(C)c1=S
Energy above the lowest of the compared OMol25 structures with the same formula, charge and spin   4.3556 eV

```
15
Properties=species:S:1:pos:R:3:forces:R:3
H 1.1345 -2.7417 -0.0843 0.0153 0.7121 0.5287
H -0.2707 -0.7916 2.1722 0.5477 0.9493 -2.1810
N -0.0303 -0.1863 1.3234 -0.6660 -0.1274 2.5020
N -1.0484 0.6126 0.9018 -0.1919 -0.5139 1.4985
S 1.1218 -0.3866 -2.4109 -0.6354 -0.0011 1.3212
H -2.4365 1.3092 -2.0171 -0.0274 -1.8950 -0.3192
C -1.0320 0.8467 -0.3175 3.0628 -2.3274 -3.0233
N 0.7849 -0.6894 0.2997 -1.2279 0.2984 -0.9556
H -2.7058 2.2935 -0.7820 1.7106 -0.1177 0.3749
H 1.3940 -2.2123 1.5777 -1.0193 -0.3882 2.1467
C -1.8400 1.7095 -1.2216 -2.0834 0.0078 1.1589
H 2.5198 -1.9170 0.5065 1.8238 0.8398 -0.8111
C 0.4331 -0.1962 -0.9039 -1.8577 1.7140 0.5701
H -1.1927 2.2494 -1.8276 1.3912 1.8007 -0.5542
C 1.4803 -1.9187 0.5905 -0.8423 -0.9514 -2.2565
```
Forces are in eV/Å.

***

No. 10
Computed, not measured: 2 unconnected molecules or ions with the total composition C4H7N3S at a distorted geometry, with ωB97M-V with the def2-TZVPD basis set.

Calculated values
Molar mass   129.2 g/mol
Gap between HOMO and LUMO   8.64 eV
Calculated total energy   -19562.84141 eV
Lowest unoccupied orbital energy   -0.028 Ha
2S+1   1
Energy above the lowest of the compared OMol25 structures with the same formula, charge and spin   4.9366 eV

```
15
Properties=species:S:1:pos:R:3:forces:R:3
H 0.2451 2.6190 0.2471 -0.7725 1.9646 0.3576
H -2.7403 -1.5681 1.0921 0.2166 0.6893 -0.5566
H 2.2895 2.2179 -1.4187 -0.1140 -0.7589 -0.3714
N 0.2981 0.6642 0.6096 -1.2680 1.1973 1.2823
S 1.6704 -2.5841 -0.7315 -0.0890 -0.9733 0.7340
C 0.7130 1.7318 0.0206 -0.9464 0.5783 -0.0801
H -1.5968 -0.1249 0.9851 -2.5087 -0.5929 -0.0795
C -2.6689 -0.5120 0.7346 1.0298 -0.0770 3.6314
C 0.7773 -1.5918 0.2679 -0.4781 -0.4982 -0.1251
H -3.5226 0.0082 1.2692 1.2520 -0.1600 -0.6502
N 1.9755 0.1832 -0.7761 -0.4074 0.2977 -0.9465
H 2.6348 -1.7792 -1.1877 0.1173 0.2353 -0.4239
C 1.6911 1.4490 -0.9299 1.3271 0.1041 1.2236
N 1.0134 -0.2689 0.1053 3.1112 -2.0001 -1.7135
H -2.7796 -0.4445 -0.2876 -0.4699 -0.0062 -2.2821
```
Forces are in eV/Å.